Record 1
Molecular formula: C37H37F3N11O5PSSeTi
Method: DFT, ωB97M-V/def2-TZVPD

ORCA input file:
```
! RIJCOSX wB97M-V def2-TZVPD def2/J DEFGRID3
* xyz 2 1
C -0.577 6.123 1.118
C -2.923 4.677 1.478
N -3.223 1.611 3.307
C 0.059 -3.593 -0.488
H -1.085 2.244 4.273
C -2.035 1.291 2.798
C 2.233 3.449 -1.946
H 0.597 1.675 2.179
H 4.234 0.610 -1.327
C 0.424 -6.065 -0.349
H 4.920 5.699 3.927
N 1.047 -0.697 0.829
C -1.740 6.772 1.500
H -4.062 1.440 2.786
C -0.141 -0.293 -3.537
C 2.929 4.922 3.735
H 1.443 -2.553 -1.817
N -1.830 0.507 1.676
N 1.081 -0.151 -1.704
N 0.990 0.147 -3.035
H 0.339 6.691 1.001
C 1.844 -4.635 -1.698
C 4.157 5.352 3.243
N -0.450 -0.033 -4.802
C 4.400 5.352 1.879
S -1.253 -1.308 -2.621
C -0.319 -4.894 0.022
C -3.237 1.821 -2.488
F -3.126 1.293 -3.712
H 2.680 -4.583 -2.384
H 0.813 1.577 -5.100
C -1.761 4.029 1.089
H -1.750 2.961 0.918
H 2.423 5.068 -4.908
H 2.206 -0.441 -5.553
C 2.190 4.483 1.479
H 0.116 -7.022 0.046
C 1.177 -3.500 -1.377
H 3.333 3.084 -3.751
C 3.420 4.916 0.996
H 3.966 -0.932 -2.140
C 2.251 -0.172 -1.160
C 0.822 5.397 -1.946
H 0.957 1.771 3.785
C 2.114 4.844 -3.895
H 2.735 4.944 4.799
C -0.585 4.747 0.894
O 0.704 2.369 0.571
H 0.806 6.537 -3.757
H 3.615 4.931 -0.069
H 1.113 -0.928 -6.856
Se -1.998 -3.296 0.990
C 1.212 5.674 -3.248
N -0.697 -2.588 -0.062
N -2.897 0.115 0.990
C 2.089 -1.511 2.809
H -1.316 -0.402 -5.156
H 2.082 0.535 -7.020
H -3.819 6.561 1.979
C 1.950 4.494 2.857
H -3.280 2.153 4.154
O -1.300 3.197 -2.233
F -3.973 2.920 -2.569
N 0.357 1.296 3.119
C 1.517 -0.074 -6.314
Ti -0.642 -0.335 -0.515
H -1.731 7.842 1.664
C 2.263 -0.556 0.262
C 3.337 -1.328 2.247
C -1.823 2.170 -1.947
H -0.024 -1.282 2.481
H 0.976 4.199 3.239
H 0.097 6.037 -1.460
C 2.625 3.728 -3.245
H 3.309 0.547 -2.852
H 4.234 -1.573 2.799
O -1.237 1.243 -1.183
O -2.575 -0.717 0.070
C 0.968 -1.170 2.068
C 1.477 -5.924 -1.180
H 2.626 2.582 -1.431
C 3.515 0.040 -1.915
C -2.913 6.050 1.680
C 3.428 -0.836 0.948
H 2.053 -6.788 -1.481
C 1.333 4.283 -1.287
N -1.362 -4.927 0.819
H -0.242 1.180 -6.452
H 1.966 -1.896 3.810
H -3.842 4.119 1.612
C 0.408 0.753 -5.689
P 0.898 3.857 0.401
H 5.349 5.700 1.495
H 4.386 -0.708 0.469
O -4.040 0.465 1.117
N -0.957 1.714 3.427
F -3.880 0.949 -1.720
*
```

HOMO-LUMO gap	6.8	eV

Record 2
Molecular formula: C46H44BBrFIrN3O7PSe2
Method: DFT, ωB97M-V/def2-TZVPD

ORCA input file:
```
! RIJCOSX wB97M-V def2-TZVPD def2/J DEFGRID3
* xyz 0 5
H 6.188 -1.880 1.595
H -7.146 -3.863 -2.800
H 0.954 8.307 2.313
H -0.454 7.147 2.364
H -7.688 0.536 3.709
C 2.924 6.518 2.294
H 2.572 -2.740 4.421
H -7.268 1.113 0.650
C 1.098 5.846 3.881
C -6.217 -3.465 -3.172
C 3.417 -4.470 3.500
C 1.803 -2.937 -0.203
N -9.058 -0.403 2.309
H -5.579 -4.579 -1.473
H 3.088 -5.229 0.206
O 0.236 1.297 -0.195
N -3.919 -3.201 -1.936
C 1.758 2.860 0.508
C -0.674 3.380 0.860
H 0.058 5.528 3.981
H -9.758 -0.416 3.031
H 3.831 -4.928 4.399
H 3.910 -6.182 2.207
H 6.776 4.108 -1.627
Se 3.000 -1.553 -3.650
H 5.197 2.324 -1.540
C 0.558 7.344 1.935
O -0.646 -0.807 -1.100
C 5.943 1.312 -3.328
H -6.647 -2.800 1.853
Ir 1.207 -0.831 -2.062
C 7.719 2.477 -4.497
C -2.791 -3.304 -2.723
C 2.932 -4.689 1.145
H -6.115 -2.472 -3.568
C 2.082 -2.808 2.380
H 0.522 7.421 0.846
H -6.110 1.313 1.995
C -7.021 -1.834 2.203
H 3.163 6.946 1.278
N -6.430 -0.740 1.388
C 6.235 -2.061 0.505
H -8.881 -2.054 1.032
H -4.559 -4.041 -4.425
H -6.786 -1.777 3.263
O 2.464 1.906 -0.241
C -2.909 -0.404 0.357
C -6.899 0.629 1.641
H 6.648 0.772 -5.266
H -6.024 -2.605 -0.356
H 3.216 4.396 1.261
C -1.781 -2.369 -2.664
H -2.056 0.235 0.562
H -1.733 3.338 0.588
C 1.464 6.159 2.395
C -5.154 -1.975 -0.261
H 7.455 -3.765 0.683
C 7.779 3.405 -3.429
C 5.497 -1.413 -1.727
P 4.884 -0.307 -3.034
H 1.176 6.723 4.576
C -0.265 4.590 1.413
O 0.305 -1.530 -3.622
H -9.579 -0.100 1.467
C 6.220 -2.530 -2.211
C -3.971 -2.188 -0.962
C 5.887 2.335 -2.368
C -5.278 -4.445 -3.680
H 3.678 5.695 2.525
C -2.841 -1.417 -0.663
C 6.798 3.391 -2.455
B 1.501 0.956 -0.779
Se 2.277 0.852 -3.203
H 6.076 -2.692 -3.288
C 6.972 -3.111 -0.015
C 0.355 2.487 0.501
H -5.651 -5.470 -3.686
C 1.118 4.907 1.581
H 8.388 2.568 -5.341
C -0.663 -2.486 -3.644
C 3.506 -5.156 2.312
C 6.786 1.470 -4.466
C -8.029 0.642 2.656
C 2.752 -3.256 3.510
C 2.144 4.070 1.125
C -4.047 -0.241 1.076
C -5.213 -0.964 0.719
Br 0.605 -1.638 2.732
O -0.525 -3.346 -4.524
H 3.137 7.366 3.000
C 2.218 -3.465 1.139
C -1.620 -1.497 -1.424
C 5.520 -1.193 -0.343
H -8.503 1.638 2.594
O 1.986 -3.576 -1.242
H 7.493 -4.223 -1.792
H 4.976 -0.351 0.059
H 8.533 4.206 -3.438
H -2.653 -4.116 -3.384
C -5.077 -3.972 -2.240
F -4.208 0.486 2.200
H -0.894 5.370 1.782
C 6.943 -3.375 -1.372
H 1.783 5.081 4.288
O 1.219 -1.805 -0.162
C -8.571 -1.821 2.070
H -9.036 -2.588 2.715
*
```

HOMO-LUMO gap (spin up / spin down)	2.5 / 4.8	eV

Record 3
Molecular formula: C16H32BF12Mg2N2O14S4
Method: DFT, ωB97M-V/def2-TZVPD

ORCA input file:
```
! RIJCOSX wB97M-V def2-TZVPD def2/J DEFGRID3
* xyz 1 1
H 1.876 -2.489 -1.600
C -3.402 -1.913 1.918
H 4.191 1.604 -1.799
H 2.944 -1.215 3.509
H -2.959 0.773 0.724
O -2.914 -4.312 0.796
H -2.588 2.252 -0.066
H 0.795 -0.178 4.417
O -0.098 -2.246 -2.243
O 3.267 -0.069 0.871
H 2.354 3.893 -0.844
F 0.695 4.992 1.166
F -4.474 -5.042 -2.553
H 2.161 -2.506 2.764
F 2.480 2.410 5.319
H -0.180 1.041 0.641
H 4.485 2.238 -0.211
H 1.013 3.045 -1.672
F -3.059 -3.936 -3.751
C 0.921 -3.020 -1.655
F -0.904 3.648 0.602
C 2.068 2.997 -1.399
F 4.447 3.121 4.890
F -4.375 -1.284 1.301
H 1.000 -4.021 -2.082
N 1.641 2.347 2.272
O -2.749 0.708 -1.331
F -3.761 -2.638 2.942
F -1.198 5.228 2.113
H 3.340 -0.548 -1.062
C -0.373 4.323 1.621
F -2.584 -0.961 2.364
C -2.419 0.692 -3.711
H -2.093 -1.845 -4.446
C -1.174 -1.285 -4.243
H 4.934 -0.295 -0.329
O -4.160 -1.667 -2.609
H -3.876 1.860 -2.651
H 1.042 -0.029 -0.233
Mg 1.635 0.878 1.097
H -2.261 2.404 -2.406
C 2.400 -1.451 2.589
H 2.588 2.973 -2.358
H -4.290 1.534 -0.124
O -0.818 2.122 3.077
H -0.902 -0.858 -5.213
H 4.375 -1.509 1.801
Mg -1.284 -0.856 -1.435
O 3.938 3.031 1.902
S -2.375 -2.992 0.694
H -2.034 1.270 -4.547
H -3.300 0.082 -3.936
S -3.897 -2.665 -1.590
F 3.765 1.144 4.159
C 3.441 2.406 4.410
H -0.332 0.590 -1.135
H 0.933 -1.816 -3.989
O -1.427 -0.268 -3.291
H -0.142 -3.201 -4.031
O 2.407 1.824 -0.655
H 0.205 -1.703 3.869
S 2.857 3.261 2.836
C 3.819 1.584 -0.770
B -0.049 0.213 -0.115
O -0.985 -2.837 1.096
C 3.361 -1.397 1.409
C 3.923 0.109 -0.410
C -0.058 -2.167 -3.689
H -0.545 -0.737 0.227
O 0.380 3.832 4.212
C -3.429 -4.255 -2.526
H -0.496 -0.195 3.217
O 1.294 -0.588 2.397
S 0.213 3.135 2.962
C -2.861 1.485 -2.495
C 0.419 -0.690 3.527
H 3.235 -2.129 0.610
O 2.569 4.642 3.121
H 0.614 -3.168 -0.616
C -3.215 1.366 -0.151
O -5.011 -3.024 -0.759
N -2.514 -2.188 -0.834
F -2.459 -4.864 -1.876
*
```

HOMO-LUMO gap	10.6	eV

Record 4
Molecular formula: C20H23N4O2
Method: DFT, ωB97M-V/def2-TZVPD

ORCA input file:
```
! RIJCOSX wB97M-V def2-TZVPD def2/J DEFGRID3
* xyz 1 1
C -3.100 4.056 -0.126
H 6.458 1.728 0.095
C -0.501 3.000 -0.048
C 4.147 -0.564 0.020
C -2.945 -3.802 -0.815
C 2.736 -0.511 0.001
C -0.710 4.399 -0.012
H -1.906 -1.147 -0.631
H 2.871 1.510 0.056
N 0.733 2.513 -0.004
H -3.120 0.032 -0.838
H 6.615 0.208 -0.818
H -2.828 -3.511 -1.865
O 4.777 0.646 0.044
C 6.188 0.674 0.074
O -2.297 -2.812 -0.009
H -4.580 -4.613 0.351
C 4.782 -1.795 0.013
H -3.183 -2.739 1.861
H -2.132 5.972 -0.025
H -2.446 -4.760 -0.661
C -3.235 -2.230 0.890
H 0.159 5.034 0.045
N -2.343 -0.269 -0.243
H -3.820 2.062 -0.216
H 5.858 -1.856 0.026
H 0.932 -1.647 -0.026
H -1.980 -0.703 1.765
H 2.079 -3.823 -0.041
C -1.976 4.904 -0.051
H -5.411 -2.441 0.983
C 2.007 -1.690 -0.019
C -2.948 2.700 -0.164
H -5.081 -4.003 -1.230
H -4.813 -1.706 -0.514
C 0.917 1.197 -0.039
N -0.110 0.307 -0.127
C 2.657 -2.913 -0.025
C 4.037 -2.964 -0.011
N 2.179 0.769 0.011
C -1.314 0.785 -0.166
C -2.822 -0.760 1.072
C -1.653 2.141 -0.127
H -3.644 -0.154 1.452
H -4.087 4.491 -0.154
C -4.608 -2.457 0.251
H 6.578 0.182 0.970
C -4.416 -3.831 -0.389
H 4.547 -3.915 -0.017
*
```

structure (SMILES)	COc1ccccc1Nc1nc([NH2+]C[C@H]2CCCO2)c2ccccc2n1
HOMO-LUMO gap	6.9	eV

Record 5
Molecular formula: C5H15N2S
Method: DFT, ωB97M-V/def2-TZVPD

ORCA input file:
```
! RIJCOSX wB97M-V def2-TZVPD def2/J DEFGRID3
* xyz 1 1
S -2.081 -1.600 -0.488
H 3.173 0.342 -1.499
H 0.607 -0.524 1.868
H 1.344 -1.876 0.996
H -2.833 -2.156 -1.449
H -3.833 0.033 -0.746
N 0.590 0.011 -0.720
H -0.257 0.642 -0.119
H -2.537 0.312 1.485
H 3.864 -0.300 0.004
C -2.338 0.909 0.595
C 1.497 -0.853 1.342
H -3.000 1.778 0.644
H 0.796 0.418 -1.647
H 2.929 -1.352 -1.015
H -0.856 2.299 0.409
H -2.353 0.555 -1.546
N -0.962 1.302 0.584
H 2.369 -0.841 1.990
C -2.752 0.086 -0.650
H 1.894 1.092 0.487
C 3.002 -0.326 -0.654
C 1.737 0.050 0.127
*
```

HOMO-LUMO gap	4.9	eV

Record 6
Molecular formula: C35H49AlN6OS5
Method: DFT, ωB97M-V/def2-TZVPD

ORCA input file:
```
! RIJCOSX wB97M-V def2-TZVPD def2/J DEFGRID3
* xyz 0 1
C -2.034 0.944 -1.908
C -1.520 -3.782 -0.823
H -2.786 0.001 -3.739
H -2.015 -4.730 -0.502
C 6.004 -0.469 -1.654
H -1.353 1.854 -4.975
H -0.053 -3.880 -5.201
C -4.037 1.638 4.302
N 2.576 -0.205 -0.711
S -0.764 5.276 -1.014
C 0.151 6.261 0.083
H 3.997 1.751 4.467
C -4.551 1.303 2.953
S 1.171 2.561 4.280
N 3.440 1.134 3.899
C -0.602 0.138 4.083
H 1.466 -3.890 -6.082
H 6.556 -2.502 -1.091
C 1.707 -3.476 -3.949
C -2.535 2.896 0.392
C -1.308 2.094 -1.600
H 4.138 -1.553 -2.107
C 6.236 -1.575 -0.631
C -1.613 -2.764 0.267
C 4.560 -0.523 -2.268
C 2.127 1.296 3.735
H 2.103 -0.744 3.180
H 2.954 0.872 -2.468
H 2.531 0.176 0.237
H 4.552 -0.322 -3.345
C 3.510 0.421 -1.660
C -2.183 0.765 -3.276
H -4.097 -0.132 1.290
H -5.605 0.958 2.866
H 1.206 -3.535 -1.926
C -1.396 1.661 -3.931
C 0.614 5.668 1.200
H -2.363 1.500 5.650
H -0.474 -4.064 -1.078
H 3.845 1.305 -1.123
H 3.857 0.369 3.407
H 1.962 -0.954 -3.164
C -1.944 0.493 3.776
H -2.549 0.391 -1.068
H 1.073 6.116 2.012
S 1.072 -2.116 0.219
H -2.039 -3.834 2.138
H -0.970 -2.487 2.320
C -1.078 2.573 -0.140
C 1.736 -1.227 -1.105
H 2.702 -2.939 -4.026
C -3.774 2.653 -0.256
H -3.874 2.465 -1.365
N -2.372 0.271 2.436
H 6.263 0.526 -1.239
H -5.799 2.337 0.214
H 1.581 -1.228 -5.606
N 0.174 -0.049 2.997
C -0.652 -1.577 -0.010
H -3.257 -1.906 1.419
N 1.631 -1.588 -2.383
H -0.275 -3.985 1.663
O -0.357 1.609 0.592
H 6.722 -0.589 -2.479
N 1.614 0.153 3.075
H 0.310 7.320 -0.168
S -0.393 2.655 -2.918
C -3.683 0.372 2.167
Al -0.690 0.054 1.275
H -0.135 -1.351 -5.190
C 0.924 -3.328 -5.284
C -0.122 -0.065 5.463
H 0.653 3.492 1.908
C -2.797 1.289 4.678
C -4.822 2.588 0.612
H -4.704 2.191 5.011
H -0.929 -0.571 6.031
H 0.452 -1.844 -6.748
C -3.096 -2.387 0.480
H -3.627 -3.354 0.631
H -3.537 -1.779 -0.327
C 0.663 -1.850 -5.713
H 0.812 -0.699 5.396
H -0.832 -1.148 -0.976
C 0.338 4.227 1.146
C -0.351 3.878 0.016
C 1.001 -2.850 -2.756
S -2.677 3.428 2.038
H 1.825 -4.555 -3.697
H -0.069 -2.772 -2.870
H 0.142 0.937 5.943
C -4.469 2.678 2.049
H -1.945 -3.413 -1.795
H 5.370 -1.789 -0.003
H -5.025 3.489 2.573
H 6.999 -1.335 0.117
C -1.186 -3.312 1.660
*
```

HOMO-LUMO gap (spin up / spin down)	3.4 / 3.4	eV

Record 7
Molecular formula: C4H7NO
Method: DFT, ωB97M-V/def2-TZVPD

ORCA input file:
```
! RIJCOSX wB97M-V def2-TZVPD def2/J DEFGRID3
* xyz 0 1
H 1.497 -0.270 1.081
C -0.598 -0.894 1.302
H -1.595 -0.447 1.256
H 0.937 0.998 -2.038
H -0.445 -1.299 2.306
C 0.309 0.727 -0.341
H -0.646 1.157 -0.627
N -0.389 0.231 -2.982
O 1.316 0.889 -1.101
H 0.404 0.983 1.714
C 0.490 0.148 1.002
H -0.562 -1.702 0.567
C -0.717 -0.521 -2.138
*
```

HOMO-LUMO gap	8.8	eV

Record 8
Molecular formula: C11H14FN
Method: DFT, ωB97M-V/def2-TZVPD

ORCA input file:
```
! RIJCOSX wB97M-V def2-TZVPD def2/J DEFGRID3
* xyz 0 1
C -0.007 0.968 1.348
H 0.543 1.871 1.322
C -1.188 -0.849 -2.650
H -3.162 1.820 0.403
H -2.011 2.869 1.058
F 2.070 -1.928 -1.360
H -1.884 -1.126 -3.430
C 0.070 -1.452 -2.641
H 0.672 -1.982 -3.464
H 2.935 -0.745 0.532
H -0.289 0.918 2.381
C 0.406 -0.589 -0.364
H 1.331 -2.128 1.526
H 2.569 0.992 0.070
C 0.793 -1.396 -1.382
H -0.251 -1.465 2.001
H -1.897 2.551 -0.643
C 0.984 -0.130 0.906
C -1.816 -0.164 -1.642
H -2.793 0.216 -1.747
H 2.765 0.548 1.836
C -2.155 2.105 0.320
H 1.207 -0.960 2.915
C 2.508 0.229 0.814
C 0.795 -1.292 1.932
N -1.178 0.990 0.512
C -1.017 0.130 -0.555
*
```

structure (SMILES)	CN1CC(C)(C)c2c(F)cccc21
HOMO-LUMO gap	8.1	eV